Entry 1:
Molecular formula: C3H3FOPm
Method: DFT, wB97M-V/def2-TZVPD

Geometry (Å):
F  1.693  0.707  -1.661
O  -0.733  0.906  1.045
C  -1.228  0.433  -0.841
C  -1.756  1.443  0.147
C  -0.401  -0.104  0.098
H  -2.697  1.826  -0.306
H  -1.998  2.350  0.741
Pm  1.746  -1.632  -0.744
H  -1.320  -0.405  -1.852

Results
Spin multiplicity: 6
<S²>: 8.76



Entry 2:
Molecular formula: C24H67N3O14
Method: DFT, wB97M-V/def2-TZVPD

Geometry (Å):
C  4.616  3.015  5.103
O  3.366  3.156  5.877
C  3.036  1.860  6.413
C  2.790  0.693  5.475
C  1.431  0.910  4.833
N  2.782  -0.559  6.241
H  4.707  4.062  4.815
H  4.464  2.504  4.153
H  5.472  2.668  5.682
H  3.752  1.684  7.216
H  2.169  1.991  7.060
H  3.478  0.544  4.643
H  1.144  0.207  4.051
H  1.394  1.853  4.288
H  0.620  0.910  5.562
H  3.666  -0.747  6.692
H  2.197  -0.403  7.050
C  2.218  -3.726  -2.529
O  2.551  -3.047  -1.343
C  2.541  -3.946  -0.227
C  2.250  -3.120  1.060
C  3.253  -1.972  1.346
N  2.252  -4.059  2.178
H  1.151  -3.942  -2.590
H  2.712  -4.695  -2.602
H  2.398  -3.052  -3.366
H  1.754  -4.699  -0.254
H  3.529  -4.404  -0.192
H  1.315  -2.641  0.771
H  3.149  -1.261  0.526
H  4.289  -2.296  1.447
H  2.964  -1.566  2.315
H  3.110  -4.571  2.327
H  2.088  -3.545  3.032
C  3.947  -0.728  -4.541
O  3.432  0.625  -4.293
C  2.538  0.852  -3.235
C  1.191  0.108  -3.568
N  0.003  0.659  -2.872
C  -1.159  -0.302  -2.973
C  -1.537  -0.747  -4.397
O  -1.950  0.371  -5.203
C  -2.386  -0.117  -6.488
H  4.117  -1.289  -3.622
H  4.908  -0.660  -5.052
H  3.309  -1.317  -5.200
H  2.429  1.934  -3.163
H  2.876  0.459  -2.277
H  1.329  -0.941  -3.307
H  1.099  0.169  -4.652
H  -0.257  1.484  -3.394
H  -2.067  0.190  -2.624
H  -1.024  -1.201  -2.373
H  -2.390  -1.425  -4.352
H  -0.701  -1.350  -4.750
H  -1.563  -0.435  -7.128
H  -2.897  0.729  -6.948
H  -3.064  -0.960  -6.357
O  -0.661  3.223  -4.126
C  -1.819  3.821  -3.516
C  -3.086  3.473  -4.380
O  -3.560  2.222  -4.187
H  -0.771  3.042  -5.062
H  -1.946  3.388  -2.524
H  -1.694  4.880  -3.289
H  -2.840  3.567  -5.437
H  -3.879  4.211  -4.263
H  -2.985  1.639  -4.688
O  -0.457  -3.948  2.831
C  -0.508  -2.737  3.575
C  0.380  -2.624  4.854
O  1.766  -2.535  4.482
H  0.487  -4.061  2.701
H  -0.273  -1.911  2.903
H  -1.543  -2.520  3.842
H  0.236  -3.558  5.396
H  0.031  -1.870  5.560
H  2.227  -1.922  5.060
O  -0.171  2.203  -0.573
C  0.548  1.620  0.500
C  0.117  0.135  0.840
O  -1.254  -0.016  1.131
H  -0.023  1.756  -1.409
H  1.623  1.610  0.325
H  0.338  2.240  1.372
H  0.798  -0.156  1.640
H  0.453  -0.461  -0.008
H  -1.684  -0.471  0.403
O  -6.802  0.067  -2.463
C  -5.453  0.136  -1.887
C  -5.333  -0.853  -0.672
O  -3.985  -1.295  -0.712
H  -6.881  0.652  -3.220
H  -4.667  0.036  -2.636
H  -5.276  1.131  -1.479
H  -5.976  -1.725  -0.792
H  -5.497  -0.447  0.326
H  -3.923  -2.242  -0.855
O  -3.675  3.132  3.252
C  -3.105  2.361  2.207
C  -3.226  2.806  0.713
O  -2.302  3.828  0.465
H  -4.022  2.451  3.834
H  -2.131  1.965  2.495
H  -3.654  1.423  2.288
H  -4.237  3.185  0.561
H  -2.966  1.915  0.141
H  -1.531  3.322  0.197



Entry 3:
Molecular formula: C40H34F3N6PPt
Method: DFT, wB97M-V/def2-TZVPD

Geometry (Å):
Pt  -0.458  -0.092  0.287
C  -2.068  0.200  -2.979
C  -2.484  1.289  -2.046
C  -3.454  2.187  -2.505
C  -3.852  3.228  -1.698
C  -3.276  3.357  -0.442
C  -2.334  2.433  -0.023
N  -1.955  1.413  -0.823
C  -1.687  2.544  1.282
C  -1.998  3.556  2.186
C  -1.299  3.649  3.376
C  -0.316  2.713  3.653
C  -0.076  1.693  2.745
N  -0.749  1.632  1.582
C  0.904  0.639  2.988
C  1.600  0.509  4.178
C  2.547  -0.500  4.300
C  2.775  -1.347  3.234
C  2.016  -1.205  2.072
C  2.210  -2.150  0.928
N  1.110  -0.226  1.979
H  -2.058  0.569  -4.002
H  -2.787  -0.622  -2.943
H  -1.083  -0.170  -2.730
H  -3.864  2.053  -3.496
H  -4.591  3.940  -2.040
H  -3.575  4.177  0.190
H  -2.778  4.270  1.979
H  -1.518  4.441  4.081
H  0.253  2.789  4.566
H  1.416  1.171  5.010
H  3.100  -0.617  5.223
H  3.519  -2.130  3.294
H  2.391  -3.158  1.298
H  3.087  -1.855  0.346
H  1.329  -2.155  0.286
N  1.080  -1.331  -2.254
P  1.404  0.090  -1.431
C  0.971  1.535  -2.482
C  0.858  2.760  -1.828
C  0.618  3.904  -2.572
C  0.549  3.820  -3.959
C  0.662  2.592  -4.600
C  0.881  1.435  -3.866
C  3.212  0.276  -1.693
C  3.964  0.941  -0.724
C  5.319  1.144  -0.930
C  5.903  0.746  -2.125
C  5.152  0.079  -3.089
C  3.799  -0.136  -2.893
C  -0.036  -2.112  -2.073
C  -0.288  -3.210  -2.895
C  -1.484  -3.888  -2.759
C  -2.402  -3.463  -1.796
C  -2.070  -2.399  -0.992
N  -0.900  -1.743  -1.113
H  1.798  -1.720  -2.855
H  0.954  2.818  -0.748
H  0.515  4.859  -2.075
H  0.442  4.722  -4.546
H  0.603  2.532  -5.678
H  0.958  0.482  -4.373
H  3.499  1.275  0.197
H  5.916  1.624  -0.166
H  6.932  1.006  -2.337
H  5.611  -0.242  -4.015
H  3.235  -0.593  -3.696
H  0.424  -3.500  -3.656
H  -1.713  -4.725  -3.405
H  -3.354  -3.959  -1.674
H  -2.746  -2.053  -0.222
F  -1.868  -4.212  5.967
C  -2.822  -4.169  5.031
F  -3.046  -5.401  4.588
F  -3.932  -3.680  5.573
C  -2.342  -3.267  3.897
C  -1.739  -3.809  2.771
C  -1.259  -2.947  1.801
N  -1.382  -1.620  1.898
C  -1.981  -1.103  2.978
C  -2.464  -1.889  4.008
H  -1.636  -4.879  2.652
H  -0.771  -3.350  0.924
H  -2.089  -0.028  3.026
H  -2.930  -1.439  4.874

Results
Total charge: +4



Entry 4:
Molecular formula: CH4NO3
Method: DFT, wB97M-V/def2-TZVPD

Geometry (Å):
N  -0.859  0.246  0.561
C  -0.695  0.661  -0.855
O  0.493  0.882  -1.159
O  -1.771  0.613  -1.474
H  -1.780  0.342  0.952
H  -0.139  0.543  1.208
H  1.604  -1.806  -0.049
H  1.329  -0.354  0.241
O  1.816  -1.126  0.576

Results
Total charge: -1



Entry 5:
Molecular formula: C20H26F2NO2
Method: DFT, wB97M-V/def2-TZVPD

Geometry (Å):
C  4.632  -3.720  0.569
N  4.568  -2.656  -0.536
C  3.289  -2.782  -1.339
C  2.417  -1.400  -1.104
C  0.862  -1.827  -0.803
C  0.543  -2.114  0.804
C  -0.973  -2.724  0.934
O  -1.050  -4.108  1.427
C  -0.115  -5.006  0.731
C  -0.140  -5.410  -0.857
O  0.846  -5.594  1.489
H  5.221  -4.637  0.133
H  3.542  -4.042  0.932
H  5.199  -3.255  1.499
H  3.498  -2.872  -2.511
H  2.592  -3.676  -1.005
H  2.502  -0.703  -2.062
H  2.807  -0.790  -0.168
H  0.631  -2.765  -1.484
H  0.112  -0.951  -1.109
H  1.378  -2.730  1.344
H  0.526  -1.036  1.316
H  -1.548  -2.532  -0.077
H  -1.535  -2.054  1.746
H  0.978  -5.645  -1.202
H  -0.566  -4.591  -1.575
H  -0.756  -6.413  -1.026
F  -0.776  0.919  0.995
C  -2.002  1.309  1.367
C  -3.055  0.402  1.307
C  -4.332  0.806  1.699
C  -4.543  2.115  2.137
C  -3.481  3.019  2.189
C  -2.203  2.612  1.808
H  -2.874  -0.608  0.956
H  -5.160  0.102  1.662
H  -5.540  2.431  2.438
H  -3.649  4.039  2.526
H  -1.364  3.299  1.850
F  -2.652  4.784  -1.483
C  -1.356  5.122  -1.450
C  -0.404  4.157  -1.139
C  0.945  4.508  -1.110
C  1.328  5.824  -1.381
C  0.365  6.786  -1.687
C  -0.984  6.433  -1.728
H  -0.721  3.142  -0.923
H  1.698  3.759  -0.875
H  2.380  6.098  -1.354
H  0.664  7.811  -1.894
H  -1.745  7.166  -1.973

Results
Total charge: -1



Entry 6:
Molecular formula: C16H20ClN2O2
Method: DFT, wB97M-V/def2-TZVPD

Geometry (Å):
C  4.248  1.509  -0.218
C  2.744  1.290  -0.217
O  2.448  0.381  -1.267
C  1.163  0.088  -1.574
C  0.082  0.521  -0.813
C  -1.227  0.203  -1.157
C  -2.379  0.663  -0.312
N  -3.124  -0.524  0.220
C  -2.301  -1.380  1.122
C  -1.900  -0.619  2.359
C  -0.562  -0.380  2.648
C  -0.253  0.334  3.799
N  -1.169  0.804  4.623
C  -2.439  0.572  4.357
C  -2.862  -0.135  3.239
C  -1.469  -0.576  -2.279
C  -0.403  -1.031  -3.032
Cl  -0.700  -2.010  -4.416
C  0.928  -0.719  -2.715
O  1.836  -1.242  -3.550
C  3.217  -0.937  -3.479
H  4.565  1.928  -1.169
H  4.765  0.566  -0.064
H  4.518  2.196  0.579
H  2.219  2.238  -0.384
H  2.424  0.868  0.746
H  0.256  1.133  0.056
H  -3.080  1.259  -0.901
H  -2.030  1.258  0.534
H  -3.956  -0.208  0.732
H  -3.421  -1.084  -0.589
H  -1.416  -1.699  0.567
H  -2.888  -2.260  1.394
H  0.216  -0.752  2.000
H  0.773  0.541  4.069
H  -3.150  0.966  5.069
H  -3.916  -0.315  3.082
H  -2.468  -0.819  -2.604
H  3.660  -1.469  -4.319
H  3.396  0.133  -3.589
H  3.660  -1.290  -2.547

Results
Total charge: +1



Entry 7:
Molecular formula: C50H54F15GeMnN4O8PSTe
Method: DFT, wB97M-V/def2-TZVPD

Geometry (Å):
Mn  -0.468  0.750  -0.437
C  3.496  5.821  2.216
C  3.510  5.894  0.688
C  4.954  5.668  0.213
C  3.066  7.305  0.281
C  2.593  4.843  0.054
C  1.948  3.865  0.822
C  1.170  2.907  0.193
N  0.496  1.846  0.770
C  0.008  1.775  2.078
C  0.747  1.950  3.227
C  0.146  1.853  4.490
C  -1.209  1.562  4.537
C  -1.991  1.343  3.390
C  -1.378  1.437  2.131
O  -1.988  1.228  0.982
C  -3.480  1.004  3.484
C  -3.983  0.971  4.928
C  -3.738  -0.381  2.871
C  -4.295  2.067  2.731
C  1.008  2.041  5.738
C  1.656  3.433  5.718
C  2.114  0.976  5.768
C  0.199  1.914  7.029
C  0.946  2.957  -1.202
O  0.050  2.058  -1.646
C  1.601  3.892  -1.987
C  2.427  4.817  -1.321
C  1.542  3.943  -3.521
C  2.880  3.417  -4.065
C  0.424  3.091  -4.133
C  1.333  5.389  -3.999
H  4.125  6.616  2.626
H  3.885  4.866  2.575
H  2.486  5.945  2.612
H  5.637  6.376  0.694
H  5.034  5.793  -0.868
H  5.275  4.653  0.455
H  3.731  8.057  0.719
H  2.049  7.496  0.629
H  3.077  7.431  -0.803
H  2.046  3.835  1.897
H  1.810  2.140  3.133
H  -1.688  1.485  5.502
H  -3.456  0.220  5.523
H  -5.046  0.714  4.930
H  -3.870  1.942  5.419
H  -3.305  -1.162  3.502
H  -3.286  -0.452  1.882
H  -4.814  -0.569  2.787
H  -4.157  3.047  3.196
H  -5.362  1.819  2.757
H  -3.970  2.130  1.693
H  2.303  3.556  4.847
H  2.262  3.593  6.616
H  0.888  4.208  5.673
H  2.714  1.002  4.857
H  1.678  -0.023  5.844
H  2.780  1.133  6.623
H  -0.572  2.685  7.094
H  0.865  2.026  7.890
H  -0.285  0.938  7.101
H  2.969  5.539  -1.920
H  3.027  2.382  -3.752
H  3.717  4.012  -3.691
H  2.888  3.453  -5.160
H  0.578  2.032  -3.934
H  0.418  3.253  -5.216
H  -0.553  3.365  -3.733
H  2.187  6.029  -3.772
H  0.450  5.825  -3.526
H  1.188  5.402  -5.083
F  -2.420  -7.548  -3.358
C  -1.371  -7.379  -2.522
C  -0.957  -6.130  -2.106
C  0.147  -6.028  -1.240
F  1.092  -4.792  0.925
C  0.800  -7.179  -0.857
F  1.908  -7.164  -0.096
C  0.364  -8.428  -1.270
F  1.002  -9.546  -0.883
C  -0.728  -8.531  -2.106
F  -1.147  -9.743  -2.509
Ge  -1.913  -4.459  -2.559
S  -2.182  -3.342  -0.746
C  -3.667  -4.938  -3.382
C  -3.991  -4.819  -4.721
F  -3.071  -4.477  -5.639
C  -5.264  -5.064  -5.212
F  -5.536  -4.929  -6.519
C  -6.259  -5.466  -4.346
F  -7.495  -5.716  -4.806
C  -5.971  -5.632  -3.006
F  -6.930  -6.056  -2.170
C  -4.689  -5.375  -2.551
F  -4.464  -5.610  -1.254
C  -0.925  -3.474  -3.968
C  0.274  -3.836  -4.544
F  0.922  -4.954  -4.163
C  0.884  -3.084  -5.534
F  2.054  -3.466  -6.059
C  0.287  -1.919  -5.968
F  0.869  -1.176  -6.916
C  -0.921  -1.522  -5.420
F  -1.512  -0.399  -5.848
C  -1.499  -2.308  -4.446
F  -2.691  -1.905  -3.964
O  2.201  -2.225  -2.911
N  1.576  -1.192  -2.634
O  1.930  -0.092  -3.028
O  0.498  -1.317  -1.959
N  -3.330  -0.089  -1.139
N  -1.998  0.007  -1.710
H  -3.309  0.548  -0.343
H  -3.376  -1.018  -0.728
H  -2.071  0.494  -2.598
H  -1.668  -0.937  -1.919
C  -1.123  -3.277  3.016
C  -0.057  -2.251  3.339
O  1.052  -2.276  2.422
P  0.862  -1.921  0.874
O  -0.197  -0.866  0.749
Te  0.776  -3.944  -0.811
O  2.289  -1.256  0.559
C  3.496  -1.981  0.825
C  4.581  -1.418  -0.062
H  -1.860  -3.296  3.822
H  -0.685  -4.268  2.905
H  -1.645  -3.030  2.089
H  0.392  -2.458  4.311
H  -0.463  -1.237  3.357
H  3.347  -3.051  0.639
H  3.738  -1.862  1.883
H  4.376  -1.636  -1.109
H  5.545  -1.852  0.216
H  4.634  -0.335  0.058

Results
Spin multiplicity: 6
<S²>: 8.81
Total charge: -2



Entry 8:
Molecular formula: C6H10B2KO4
Method: DFT, wB97M-V/def2-TZVPD

Geometry (Å):
K  1.885  -2.543  2.298
B  5.799  -3.515  -1.009
H  5.151  -4.329  -0.723
H  5.370  -2.553  -0.772
H  6.702  -3.510  -0.419
H  6.134  -3.577  -2.033
B  3.469  -1.151  6.512
H  2.393  -1.229  6.501
H  3.749  -0.277  5.943
H  3.805  -0.986  7.524
H  3.892  -2.050  6.092
C  -4.379  2.605  -3.872
C  -3.181  2.007  -3.605
C  -2.787  1.537  -2.211
O  -1.647  0.997  -1.909
C  -3.604  1.657  -1.107
C  -4.959  2.197  -1.363
C  -5.339  2.723  -2.827
O  -6.468  3.152  -3.016
O  -5.818  2.427  -0.425
O  -2.349  2.007  -4.618
H  -4.538  3.066  -4.836
H  -3.280  1.343  -0.126

Results
Total charge: -3



Electronic energy? In order: -24467.571; -59103.353; -71622.605; -8736.661; -32175.491; -36507.093; -231084.904; -32243.457 eV.